# 1
Molecular formula: C24H17N10O3SV
Method: DFT, ωB97M-V with the def2-TZVPD basis set

Output
gap between HOMO and LUMO (alpha / beta): 0.2243 / 0.2307 Eh
F_max: 3.93 eV/Å
total energy: -82727.924 eV
E_HOMO (alpha / beta): -7.636 / -7.667 eV
ΔE to the lowest compared entry with this formula, charge and spin: 181.8 kJ/mol

ORCA input file:
```
! RIJCOSX wB97M-V def2-TZVPD def2/J DEFGRID3
* xyz 0 3
V 5.99437 -1.78790 18.46120
O 3.51144 -3.36656 21.02859
C 4.41112 -2.96352 20.27378
O 4.25658 -2.26589 19.12640
C 5.80514 -3.28263 20.75608
C 6.11162 -3.53232 22.09714
C 7.40359 -3.89049 22.33856
C 8.32559 -4.14071 21.30413
C 9.62350 -4.54513 21.54631
C 10.46265 -4.84924 20.50477
C 10.03495 -4.90834 19.16187
C 8.71231 -4.50672 18.92606
C 7.90305 -3.99651 19.94420
N 6.66583 -3.37662 19.73573
H 5.43078 -3.36673 22.93875
H 7.64137 -4.07594 23.42146
H 9.84160 -4.62374 22.61445
H 11.46615 -5.15888 20.76820
H 10.76564 -5.14814 18.38667
H 8.32728 -4.45395 17.91182
N 8.74686 0.12094 17.93686
C 8.61374 -0.97743 17.12089
N 9.55452 -1.15547 16.16800
N 9.08389 -2.23232 15.48569
N 7.95048 -2.72801 16.06515
N 7.63015 -1.87906 17.11446
C 8.06153 0.43422 19.08692
N 8.57258 1.52263 19.73107
N 7.69665 1.74822 20.72492
N 6.64335 0.87528 20.65433
N 6.94432 -0.09527 19.64082
H 9.59341 0.65307 17.84122
O 5.29420 -0.65044 16.92828
S 4.23616 -1.32789 15.85772
C 2.94402 -0.10160 15.75705
C 1.62476 -0.55020 15.43796
C 0.60824 0.40113 15.57345
C 0.82512 1.68096 16.04821
C 2.10140 2.06346 16.38294
C 3.15022 1.15669 16.22784
C 4.96604 -1.02957 14.25599
C 5.80670 0.04410 14.04998
C 6.29660 0.33099 12.75912
C 5.98182 -0.52573 11.74096
C 5.18205 -1.64507 11.92713
C 4.66402 -1.89419 13.19393
H 1.44073 -1.57583 15.07834
H -0.43103 0.08028 15.40093
H 0.01007 2.37356 16.10941
H 2.31894 3.04184 16.73510
H 4.18892 1.37670 16.50005
H 6.02050 0.73510 14.88367
H 6.96580 1.16999 12.57833
H 6.32085 -0.33093 10.74364
H 4.91376 -2.27147 11.09291
H 3.98288 -2.76836 13.39035
*
```

***

# 2
Molecular formula: C40H41BCdFN13O9
Method: DFT, ωB97M-V with the def2-TZVPD basis set

Output
gap between HOMO and LUMO (alpha / beta): 0.2490 / 0.2138 Eh
F_max: 0.65 eV/Å
total energy: -87894.218 eV
E_HOMO (alpha / beta): -10.046 / -10.045 eV
ΔE to the lowest compared entry with this formula, charge and spin: 32.4 kJ/mol

ORCA input file:
```
! RIJCOSX wB97M-V def2-TZVPD def2/J DEFGRID3
* xyz 1 2
Cd 0.33228 0.19671 0.35518
C -0.33599 -3.64716 0.00587
C -0.59820 -2.96211 1.30693
C -1.31357 -3.46523 2.40097
C -1.27520 -2.46140 3.34011
N -0.58254 -1.42832 2.82967
N -0.15711 -1.73543 1.57853
B -0.33375 -0.07922 3.55147
N -1.29343 1.00040 2.95976
C -2.02015 1.98765 3.50640
C -2.67037 2.66929 2.50299
C -2.25561 2.04768 1.31849
C -2.66465 2.35356 -0.08122
N -1.40823 1.06112 1.60815
N 1.11803 0.45606 3.35713
C 1.91278 0.93761 4.32594
C 3.00427 1.54304 3.73992
C 2.80192 1.39374 2.36699
C 3.69488 1.85566 1.26256
N 1.66243 0.74604 2.14499
N -0.59401 -0.34389 5.03094
C -1.63214 -0.07588 5.85954
C -1.38536 -0.68742 7.06178
C -0.14705 -1.33936 6.88135
C 0.61325 -2.17608 7.85859
N 0.31315 -1.13733 5.65956
H -0.42902 -4.72502 0.13208
H -1.06224 -3.33935 -0.75172
H 0.66087 -3.41686 -0.36258
H -1.77593 -4.43321 2.49269
H -1.67358 -2.42412 4.33988
H -2.03324 2.16334 4.56780
H -3.35330 3.49462 2.60993
H -3.72866 2.58562 -0.11847
H -2.12974 3.21760 -0.47480
H -2.47363 1.50395 -0.73640
H 1.66045 0.80431 5.36168
H 3.83782 2.01619 4.22990
H 4.53388 2.40579 1.68348
H 4.08965 1.01128 0.69361
H 3.16521 2.50627 0.56468
H -2.50511 0.46622 5.53905
H -2.01265 -0.68234 7.93778
H 0.10586 -2.19949 8.82170
H 0.71063 -3.20030 7.49771
H 1.61834 -1.78172 8.00898
F 5.88782 -1.72609 -2.91369
C 4.88796 -1.04522 -3.50683
C 4.02043 -0.33088 -2.73454
C 3.01752 0.42312 -3.34498
C 2.08910 1.18795 -2.51964
O 2.15303 1.20354 -1.28175
C 1.05393 1.87093 -3.22737
C 0.99460 1.84893 -4.58366
N 1.86618 1.16102 -5.34648
C 1.76197 1.24576 -6.78964
C 1.36370 0.02539 -7.56574
C 0.40141 1.16298 -7.40956
C 2.89573 0.43247 -4.74284
C 3.78703 -0.33299 -5.50648
C 4.77881 -1.08486 -4.90283
N 5.60839 -1.89880 -5.71549
C 6.14630 -3.13213 -5.17213
C 6.39255 -4.09450 -6.31384
N 7.37388 -3.45162 -7.26546
C 6.86066 -2.13059 -7.77579
C 6.55264 -1.23249 -6.59054
C 0.01567 2.56879 -2.41292
O -0.87177 3.26028 -2.85528
O 0.24005 2.42219 -1.11938
H 4.10660 -0.32868 -1.65582
H 0.22398 2.40553 -5.10032
H 2.48195 1.92171 -7.23509
H 1.16246 -0.86908 -6.99550
H 1.82996 -0.13324 -8.52891
H -0.44391 1.00370 -6.75301
H 0.20221 1.80244 -8.25658
H 3.67661 -0.38955 -6.57924
H 5.42664 -3.58844 -4.50225
H 7.07821 -2.97859 -4.60724
H 5.47767 -4.27932 -6.87411
H 6.82246 -5.03559 -5.97768
H 7.58979 -4.07762 -8.04026
H 8.24964 -3.29002 -6.76381
H 5.95625 -2.35386 -8.33832
H 7.61515 -1.70655 -8.43515
H 6.12879 -0.30354 -6.96636
H 7.48879 -0.97368 -6.06632
O -0.85681 -0.35390 -1.69944
C 0.11495 -1.06926 -2.01804
O 1.15467 -1.20176 -1.32400
C 0.04957 -1.81063 -3.33287
C 1.08197 -2.65930 -3.70582
C 0.96864 -3.35724 -4.89601
C -0.12081 -3.23949 -5.73862
C -1.11049 -2.36075 -5.34555
C -1.05765 -1.65430 -4.15828
N -2.26863 -2.16906 -6.24918
O -3.10190 -1.35671 -5.91571
O -2.27926 -2.81489 -7.27724
N 2.05707 -4.25873 -5.30443
O 1.87106 -4.99026 -6.25173
O 3.11044 -4.18512 -4.69002
H 1.93768 -2.78509 -3.05610
H -0.19648 -3.79457 -6.66070
H -1.85759 -0.98639 -3.86953
*
```

***

# 3
Molecular formula: C23H34N2O8RhSi4
Method: DFT, ωB97M-V with the def2-TZVPD basis set

Output
gap between HOMO and LUMO: 0.1919 Eh
F_max: 2.32 eV/Å
total energy: -78287.896 eV
E_HOMO: -5.161 eV
ΔE to the lowest compared entry with this formula, charge and spin: 78.6 kJ/mol

ORCA input file:
```
! RIJCOSX wB97M-V def2-TZVPD def2/J DEFGRID3
* xyz -1 1
Rh -1.04504 -0.37053 0.68501
O 2.19404 1.45174 -2.59695
C 1.39366 1.09619 -1.61665
O 0.20910 1.42551 -1.75707
C 1.99223 0.36902 -0.51310
C 3.33533 0.03675 -0.63190
C 3.94771 -0.70078 0.36296
C 3.19574 -1.07736 1.44694
C 1.84740 -0.71752 1.49576
N 1.25110 0.00159 0.55284
C 1.02431 -1.24556 2.66401
O 1.63632 -1.53373 3.68541
O -0.21497 -1.35122 2.44114
H 1.63677 1.85916 -3.28051
H 3.86468 0.34340 -1.52129
H 4.98349 -0.99887 0.27319
H 3.59370 -1.66198 2.26366
O -4.88120 -6.12201 -0.25408
C -5.42908 -5.01495 -0.14285
O -6.62223 -4.67416 -0.02660
C -4.43464 -3.80102 -0.14944
C -4.92012 -2.50623 -0.01007
C -4.03011 -1.45504 0.00337
N -2.71056 -1.63470 -0.13129
C -2.23868 -2.87676 -0.33316
C -3.06970 -3.98433 -0.33191
C -0.76064 -2.98093 -0.72988
O -0.29607 -4.07925 -0.98722
O -0.20907 -1.83360 -0.83374
H -5.98600 -2.35040 0.08648
H -4.36431 -0.42969 0.09470
H -2.65614 -4.96906 -0.49162
C -1.52086 1.28954 3.79842
Si -2.44561 0.39793 2.40738
C -3.82377 1.60901 1.89824
C -3.31969 -1.10236 3.14060
Si -1.24707 1.43549 -0.70528
Si -2.67697 1.27131 -2.59668
C -4.35272 2.05261 -2.20840
C -2.97404 -0.47624 -3.21993
C -1.95891 2.26865 -4.04478
Si -0.92496 3.71467 -0.08928
C -2.51156 4.73034 -0.00294
C 0.18049 4.56789 -1.37369
C -0.03142 3.90564 1.56567
H -2.10510 1.26102 4.72286
H -1.34130 2.33677 3.54788
H -0.55890 0.81330 3.99703
H -4.59471 1.63459 2.67432
H -4.30551 1.33117 0.95879
H -3.42775 2.62048 1.78422
H -3.60038 -0.91238 4.18001
H -2.66193 -1.97328 3.12212
H -4.22330 -1.35309 2.58433
H -4.84351 1.53626 -1.37952
H -5.01309 1.98525 -3.07758
H -4.26467 3.10594 -1.93313
H -3.81930 -0.93646 -2.70571
H -2.10396 -1.11443 -3.04188
H -3.18393 -0.47940 -4.29244
H -1.78991 3.31394 -3.77054
H -2.63967 2.25096 -4.89879
H -1.00277 1.84997 -4.37506
H -3.02398 4.77351 -0.96644
H -2.29255 5.75600 0.30659
H -3.21024 4.30855 0.72045
H -0.21059 4.44083 -2.38731
H 1.19179 4.14767 -1.35799
H 0.26269 5.63933 -1.17957
H -0.74526 4.05158 2.37778
H 0.64872 4.76113 1.55988
H 0.55315 3.01353 1.80731
*
```

***

# 4
Molecular formula: C2H6NO7S2
Method: DFT, ωB97M-V with the def2-TZVPD basis set

Output
gap between HOMO and LUMO: 0.3755 Eh
F_max: 3.82 eV/Å
total energy: -39663.062 eV
E_HOMO: -6.618 eV
ΔE to the lowest compared entry with this formula, charge and spin: 114.7 kJ/mol

ORCA input file:
```
! RIJCOSX wB97M-V def2-TZVPD def2/J DEFGRID3
* xyz -1 1
C 1.03272 2.19672 -0.10026
C 0.98557 2.34653 1.19404
N -1.75748 -0.39784 0.17807
O -1.95627 1.85826 -0.91664
O -1.65392 -2.90480 0.77957
O -3.75386 1.01769 0.64825
O -3.36732 0.02298 -1.66238
O -3.77488 -1.89688 0.42810
O -2.28656 -2.23804 -1.40855
O -1.58538 -0.13771 1.52219
S -2.80794 0.76064 -0.50068
S -2.41974 -1.93007 0.07243
H -2.91227 -1.46605 -1.71124
H 0.24816 2.55844 -0.83063
H 1.48688 1.34876 -0.54664
H 0.42527 3.18914 1.72202
H 1.62764 1.73929 1.84387
H -2.51959 0.40756 1.82208
*
```